1.
Here is C11H32N2O5P2Ti as an isolated structure in a non-equilibrium geometry from OMol25. Energies are from ωB97M-V/def2-TZVPD.

Values from the calculation:
* total charge: +1
* total energy: -2455.81634 Ha
* largest force on an atom: 2.43 eV Å⁻¹
* frontier orbital gap (alpha / beta): 5.23 / 6.42 eV
* HOMO level (alpha / beta): -0.36972 / -0.39627 Ha
* molar mass: 382.2 g/mol
* 2S+1: 2

XYZ file:
```
53
C11H32N2O5P2Ti ωB97M-V/def2-TZVPD
H 2.32 2.38 -0.15
H -1.55 -2.92 -2.21
H 1.16 -0.02 -4.02
H 3.82 1.49 0.15
H -3.20 2.46 2.94
O -1.47 1.27 2.96
H -0.63 -2.89 0.74
H 2.38 -1.29 -3.71
O 1.26 -4.21 -1.28
C 2.66 0.73 -1.48
O -2.55 -0.04 -2.15
N -1.57 1.00 1.56
N -2.13 0.26 -0.82
C 3.43 -0.37 2.04
C 1.92 -1.78 -0.58
P 1.96 0.46 1.29
H 3.00 -1.80 -0.42
H -4.56 0.65 -1.74
O -0.90 -2.86 -2.91
H -0.32 -3.65 -2.79
H -0.54 -1.83 2.21
H 1.54 1.26 3.50
H -4.31 2.81 1.54
H 3.57 0.18 -1.76
C 2.77 1.39 -0.14
H -0.66 2.53 0.26
H 1.76 -3.34 -1.14
H 1.28 -2.02 0.29
O 0.10 2.38 -0.36
C -2.80 1.35 1.14
H 2.46 1.46 -2.27
H 3.86 -1.15 1.41
H 2.72 2.30 2.64
H 0.98 2.48 2.30
H -0.25 2.17 -1.26
H -4.48 1.28 2.46
H 0.62 -1.70 -3.68
H 3.11 -0.80 3.00
Ti -0.32 -0.10 0.22
C -0.90 -1.90 1.17
C -4.41 1.27 -0.84
H -0.58 0.97 3.24
C 1.77 1.76 2.55
H 4.20 0.40 2.23
P 1.30 -0.54 -1.68
H -5.23 1.11 -0.11
C -3.11 0.94 -0.17
H 1.21 -4.46 -0.35
H -1.90 -0.68 -2.53
H -2.00 -1.81 1.18
H -4.41 2.35 -1.11
C -3.75 2.03 2.08
C 1.37 -0.93 -3.45
```

=====

2.
Here is C15H9AsF12N5O9S3Ti as an isolated structure from OMol25. Energies are from ωB97M-V/def2-TZVPD.

Values from the calculation:
* relative energy (zero: lowest compared OMol25 entry of this formula, charge and spin): 12.1 kcal per mole
* total energy: -7006.32652 Ha
* largest force on an atom: 0.38 eV Å⁻¹
* frontier orbital gap (alpha / beta): 6.59 / 6.80 eV
* HOMO level (alpha / beta): -0.32129 / -0.34286 Ha
* molar mass: 850.2 g/mol
* 2S+1: 2

XYZ file:
```
55
C15H9AsF12N5O9S3Ti ωB97M-V/def2-TZVPD
H 3.37 2.30 2.64
C 4.23 1.12 1.06
C -1.19 -2.91 2.01
H -4.39 1.98 3.07
H -3.78 3.38 2.26
C 1.90 1.55 1.29
O 1.18 -4.78 -1.15
N -0.41 1.77 1.46
C 3.96 0.39 -0.07
F -2.09 1.08 -1.80
O 0.29 -0.29 -1.95
N 0.76 -2.73 -2.53
S 1.66 -3.47 -1.42
C 2.64 0.27 -0.48
C 0.72 2.16 1.93
S -0.28 -1.64 -2.28
C 0.83 3.20 2.98
O -1.37 -1.88 -1.38
F -0.31 2.33 -1.01
As -1.69 2.79 -2.21
F 2.90 -4.36 -3.57
C -2.71 -3.08 2.16
F 4.07 -4.36 -1.75
F -1.56 -2.60 -4.31
H 4.73 -0.09 -0.65
C 3.19 1.72 1.75
H 2.38 -0.29 -1.36
C -0.93 -1.48 -4.00
F -1.78 -0.47 -4.06
H 5.25 1.23 1.42
O -0.36 -3.78 2.18
F -2.99 2.97 -3.28
F 3.68 -2.50 -2.79
O -3.30 -4.05 2.54
Ti -0.54 0.44 -0.22
N -1.53 2.49 1.83
F -1.03 4.35 -2.32
O -4.53 -1.61 1.39
C -1.02 -1.57 1.55
H 0.84 4.19 2.50
O -0.03 -0.98 0.96
N 1.63 0.82 0.18
F -2.61 3.24 -0.84
C -2.45 1.87 2.47
H 1.74 3.10 3.56
O -2.19 0.09 0.49
C 3.17 -3.69 -2.46
F 0.07 -1.27 -4.85
S -2.29 0.25 3.19
F -0.64 2.20 -3.42
N -3.60 2.52 2.77
C -2.25 -0.74 1.58
C -3.38 -1.77 1.67
O 2.06 -2.58 -0.37
H -0.02 3.17 3.65
```

=====

3.
Here is the molecule C4H6N2OS in a non-equilibrium geometry from OMol25. Energies are from ωB97M-V/def2-TZVPD.

Values from the calculation:
* relative energy (zero: lowest compared OMol25 entry of this formula, charge and spin): 135.2 kcal per mole
* total energy: -738.78926 Ha
* largest force on an atom: 15.22 eV Å⁻¹
* frontier orbital gap: 8.33 eV
* HOMO level: -0.32305 Ha
* SMILES string: CO[C@@H](C#N)C(N)=S
* molar mass: 130.2 g/mol

XYZ file:
```
14
C4H6N2OS ωB97M-V/def2-TZVPD
H -0.94 -1.15 1.02
H -2.24 1.63 -1.08
C 2.29 -0.63 0.32
O 1.01 -1.32 0.58
N -0.70 1.14 2.57
S -0.41 -0.18 -2.22
H -1.47 1.83 0.59
C -0.05 0.24 1.88
C -0.49 0.22 -0.60
H 2.00 0.08 -0.55
H 2.40 -0.19 1.29
N -1.32 1.27 -0.30
H 3.07 -1.31 -0.10
C -0.10 -0.55 0.72
```

=====

4.
Here is the molecule C3H10OP2 in a non-equilibrium geometry from OMol25. Energies are from ωB97M-V/def2-TZVPD.

Values from the calculation:
* relative energy (zero: lowest compared OMol25 entry of this formula, charge and spin): 0.0 kcal per mole
* total energy: -878.23643 Ha
* largest force on an atom: 3.23 eV Å⁻¹
* frontier orbital gap: 10.09 eV
* HOMO level: -0.34050 Ha
* SMILES string: CC[P@@](C)(=O)P
* molar mass: 124.1 g/mol

XYZ file:
```
16
C3H10OP2 ωB97M-V/def2-TZVPD
H 1.28 -0.36 2.45
P 2.66 0.66 -0.16
C 0.48 -0.71 1.80
H 0.31 -1.73 1.95
O 0.72 -1.75 -0.61
H -2.75 0.34 -1.37
H -0.37 0.91 -1.70
C -0.72 0.68 -0.63
H -0.84 1.58 -0.06
H -0.29 -0.07 2.12
P 0.71 -0.43 0.04
C -2.00 -0.16 -0.82
H -1.87 -1.11 -1.16
H 3.02 0.37 -1.47
H 2.15 1.98 -0.50
H -2.48 -0.20 0.11
```

=====

5.
Here is a 5-piece molecular cluster, C21H25N5 overall in a non-equilibrium geometry from OMol25. Energies are from ωB97M-V/def2-TZVPD.

Values from the calculation:
* total energy: -1088.87081 Ha
* largest force on an atom: 4.09 eV Å⁻¹
* frontier orbital gap: 8.61 eV
* HOMO level: -0.29857 Ha
* SMILES string: c1cc[nH]c1.c1cc[nH]c1.c1cc[nH]c1.c1cc[nH]c1.c1ccncc1
* molar mass: 347.5 g/mol

XYZ file:
```
51
C21H25N5 ωB97M-V/def2-TZVPD
H -3.05 0.27 5.80
H -1.07 4.21 -5.53
H -3.34 -5.84 3.68
C 4.65 3.28 -2.36
H -2.87 7.58 -7.65
H 0.99 -3.51 -0.07
H 0.25 -7.64 2.34
H -0.64 -0.08 -2.39
H 5.68 1.42 -2.97
C -1.78 -7.04 4.76
C -1.56 -6.54 2.55
C -1.65 6.25 -6.31
C 0.11 -2.20 -1.69
C 3.59 2.95 -0.22
C -2.02 0.24 5.47
N 4.71 1.10 -1.27
C -0.45 -0.80 -1.61
C -2.65 4.39 -7.02
H -2.21 -7.09 5.75
C -0.03 -0.62 5.21
C -1.10 1.30 5.40
H -0.86 0.23 0.39
C -1.66 4.84 -6.19
H 3.61 4.80 -1.27
N 0.12 0.72 5.26
C -0.50 -0.60 -0.20
H -3.00 3.39 -7.21
H -1.25 2.36 5.55
N -0.06 -1.69 0.46
H 1.01 1.20 5.26
C -2.54 6.62 -7.27
C -2.39 -6.35 3.68
N -3.16 5.46 -7.62
C -1.36 -0.92 5.29
N -0.51 -7.27 2.90
H -1.58 -6.20 1.52
H 0.02 -1.77 1.46
H 0.26 -2.68 -2.65
C 3.89 1.57 -0.26
H 0.87 -1.21 5.23
H 3.41 0.80 0.31
C 0.55 -2.59 -0.43
H -1.01 6.98 -5.83
C 5.08 1.99 -2.28
H 2.94 3.28 0.57
H 0.12 -8.15 4.76
H 4.96 3.91 -3.19
H -3.91 5.31 -8.27
H -1.89 -1.86 5.22
C -0.64 -7.58 4.25
C 3.93 3.76 -1.31
```

=====

6.
Here is C33H43NOSbSiTeTi as an isolated structure in a non-equilibrium geometry from OMol25. Energies are from ωB97M-V/def2-TZVPD.

Values from the calculation:
* relative energy (zero: lowest compared OMol25 entry of this formula, charge and spin): 0.0 kcal per mole
* total charge: +3
* total energy: -3059.53012 Ha
* largest force on an atom: 1.38 eV Å⁻¹
* frontier orbital gap: 6.49 eV
* HOMO level: -0.61773 Ha
* molar mass: 795.0 g/mol

XYZ file:
```
82
C33H43NOSbSiTeTi ωB97M-V/def2-TZVPD
H -3.50 -1.16 -3.01
C -1.42 0.58 2.15
H 0.35 -1.12 5.12
C -0.06 0.78 2.33
C -2.10 1.40 -4.69
C -0.99 1.68 -3.90
C -3.26 4.20 2.11
H 3.39 0.75 -1.38
H -3.91 0.27 -5.01
C 1.90 -2.17 -2.79
H -0.97 -3.08 -2.73
H 1.24 -2.81 2.67
H -1.79 -5.35 -2.08
C -0.85 4.00 2.30
N 0.29 1.08 -1.80
H 2.12 -2.79 -3.67
H 1.62 0.50 3.69
C -3.30 -3.54 0.36
H -2.09 6.33 4.42
H 1.61 3.35 -4.16
Te -2.36 1.79 0.70
H 3.81 0.22 1.92
H 2.27 1.69 -4.12
H -3.15 -0.55 2.73
C -0.76 0.91 -2.75
Sb 1.76 -1.84 0.25
H -1.98 -1.73 4.50
C -2.08 5.57 3.66
C -3.01 0.41 -4.40
H 2.64 -1.38 -2.75
H 1.81 4.58 -1.06
H 5.32 -0.73 2.02
H -0.31 2.46 -4.20
C -1.69 -0.12 -2.50
C -2.90 -4.63 -0.38
C 1.90 -4.60 1.62
C 1.93 -3.01 -1.52
H 0.11 3.59 2.03
C 3.86 -1.54 0.63
H 4.20 -2.58 0.59
C 1.11 -3.27 1.70
H 0.04 5.33 3.74
H 3.78 2.33 -0.76
H 0.26 4.32 -1.82
C -1.60 -3.22 -1.86
H 0.02 -3.38 1.53
H -4.19 3.88 1.61
C -0.88 5.01 3.25
C 4.22 -0.80 1.93
C -2.80 -0.40 -3.29
Si 1.64 2.37 -1.86
H 1.45 -5.31 2.32
H -2.19 2.04 -5.56
H 2.87 -3.56 -1.42
C -3.26 5.20 3.05
H -3.92 -3.63 1.24
H -3.12 -1.39 0.60
H 3.80 -1.34 2.78
C -2.84 -2.26 0.02
C -2.12 -0.31 2.95
C 2.98 1.61 -0.86
H 0.46 1.53 1.70
C -2.07 -4.48 -1.48
Ti -0.17 0.22 -0.28
H 0.93 -1.70 -2.93
H 4.22 -1.02 -0.26
H 1.14 -3.75 -1.51
H 0.53 3.77 -0.13
H -4.18 5.72 3.28
H -3.28 -5.59 -0.07
C -0.13 -0.63 4.26
H 1.89 -5.06 0.61
C 0.60 0.25 3.46
C -2.06 3.58 1.75
O -1.39 -0.86 -1.30
H 2.94 -4.45 1.91
H 3.23 3.04 -3.55
C 0.97 3.90 -1.11
C 2.23 2.65 -3.59
C -1.99 -2.14 -1.07
H 2.69 1.29 0.14
C -1.45 -0.95 3.96
```

=====

7.
Here is C26H22I2NORuSSe4 as an isolated structure from OMol25. Energies are from ωB97M-V/def2-TZVPD.

Values from the calculation:
* relative energy (zero: lowest compared OMol25 entry of this formula, charge and spin): 14.6 kcal per mole
* total charge: +1
* total energy: -11827.89342 Ha
* largest force on an atom: 0.75 eV Å⁻¹
* frontier orbital gap (alpha / beta): 6.46 / 5.89 eV
* HOMO level (alpha / beta): -0.37683 / -0.39621 Ha
* molar mass: 1067.3 g/mol
* 2S+1: 5

XYZ file:
```
58
C26H22I2NORuSSe4 ωB97M-V/def2-TZVPD
C 2.47 -2.29 -2.85
C 0.49 -3.59 -2.35
C 1.65 -3.44 2.99
C 0.73 -2.41 2.95
H 2.34 -5.10 -4.74
C 0.47 -1.76 1.75
C 2.07 -3.19 0.64
C 1.31 -2.49 -2.13
H 3.07 -1.41 -2.67
N -1.01 0.86 0.38
C 0.73 2.92 4.22
C -0.61 4.41 0.30
C 1.45 1.56 1.91
C -4.22 -2.06 -0.77
C -1.14 5.57 -0.24
C -2.72 3.31 -0.03
I -4.17 0.07 -1.03
C 2.04 -4.36 -4.01
Se -2.62 0.42 -4.60
H -5.10 -2.33 -0.20
H -4.21 -2.52 -1.75
H -0.52 6.46 -0.31
O 1.86 -0.17 -1.03
H 0.42 4.39 0.64
S 0.85 -1.24 -0.93
Se -1.51 2.46 -3.93
C 1.15 -2.15 0.60
H 2.59 -3.50 -0.26
Se 0.02 1.84 -2.41
H 1.85 -3.94 3.93
Se -1.61 -1.23 -3.38
H 0.20 -2.11 3.84
H -1.14 3.31 3.23
H 3.76 -3.12 -4.36
H 3.34 1.24 2.86
C 0.19 2.13 2.02
C -0.16 2.84 3.16
C -1.39 3.26 0.39
C -2.45 5.61 -0.67
Ru -1.28 -0.17 -1.22
H -0.42 -3.72 -1.77
C 2.84 -3.24 -3.79
C 2.32 -3.82 1.84
H 0.45 3.46 5.12
H 0.24 -5.39 -3.47
C 0.87 -4.53 -3.29
H 2.68 2.40 4.95
H 1.74 1.06 0.99
H 3.05 -4.63 1.88
H -0.25 -0.95 1.71
I -2.47 -2.68 0.30
H -4.29 4.51 -0.85
C -0.78 2.00 0.89
H -3.36 2.45 0.10
C 2.35 1.67 2.96
C 1.98 2.33 4.12
C -3.25 4.47 -0.55
H -2.87 6.52 -1.07
```

=====

8.
Here is the molecule C4H4O in a non-equilibrium geometry from OMol25. Energies are from ωB97M-V/def2-TZVPD.

Values from the calculation:
* relative energy (zero: lowest compared OMol25 entry of this formula, charge and spin): 131.9 kcal per mole
* total energy: -229.81780 Ha
* largest force on an atom: 3.77 eV Å⁻¹
* frontier orbital gap: 8.35 eV
* HOMO level: -0.35668 Ha
* molar mass: 68.1 g/mol

XYZ file:
```
9
C4H4O ωB97M-V/def2-TZVPD
H 0.98 1.60 0.51
H 0.73 1.11 -1.03
C -1.79 -0.73 0.04
H -0.61 -2.27 0.11
C 0.20 1.04 -0.02
C 0.50 -0.34 0.16
C -0.53 -1.22 0.12
O -1.09 1.29 0.09
H 1.62 -0.48 0.02
```

=====

9.
Here is C32H31BrCoN9O3P as an isolated structure in a non-equilibrium geometry from OMol25. Energies are from ωB97M-V/def2-TZVPD.

Values from the calculation:
* relative energy (zero: lowest compared OMol25 entry of this formula, charge and spin): 159.1 kcal per mole
* total energy: -6254.42614 Ha
* largest force on an atom: 3.11 eV Å⁻¹
* frontier orbital gap (alpha / beta): 5.49 / 5.50 eV
* HOMO level (alpha / beta): -0.20948 / -0.20951 Ha
* molar mass: 759.5 g/mol
* 2S+1: 2

XYZ file:
```
78
C32H31BrCoN9O3P ωB97M-V/def2-TZVPD
C -1.91 1.84 2.13
C 2.83 -3.67 0.63
C 0.53 4.56 -0.27
C -0.71 -2.28 -1.42
N -1.62 0.76 -1.30
H 0.85 5.51 -0.70
H -2.57 -4.89 -2.23
C 3.79 0.76 -3.08
C -2.15 -3.93 -2.53
C -0.94 4.01 1.60
C -0.88 2.58 1.46
H 4.45 -5.06 0.78
H -3.37 -0.69 -4.68
H 1.99 -1.74 -4.85
C -2.07 0.42 1.94
H -2.84 2.29 -0.43
O -0.11 4.89 0.96
H -2.88 -3.41 -3.17
H 4.00 0.96 -5.31
C 1.99 1.04 -4.65
C 2.23 -2.17 -3.88
N -1.26 -0.25 1.20
C 3.30 0.92 -4.48
C -1.63 0.17 -2.48
H -4.16 2.14 -2.85
H 1.55 -3.00 -3.69
C 1.08 1.00 -3.48
C -1.85 4.60 2.45
C 0.96 -2.13 0.41
H 3.46 2.55 -1.70
C -2.65 1.66 -1.29
C -2.94 0.30 -4.61
C -3.30 1.61 -2.49
H -0.42 -4.53 0.21
C -2.56 -3.26 -0.22
H -2.02 0.32 -5.20
N -1.34 -1.53 0.82
C 2.79 0.36 -1.17
Co 0.04 0.29 0.06
N 1.56 1.70 -2.25
O 0.08 2.05 0.77
H 4.87 0.90 -3.02
C -2.83 2.48 2.97
N -0.30 -1.73 -0.19
H -3.63 1.03 -5.02
C 1.03 -0.35 -2.66
N 1.33 0.48 -1.42
H 4.12 -1.24 -2.06
H -2.96 -2.53 1.75
H -3.59 1.89 3.47
N -2.66 0.65 -3.23
C 1.22 -5.89 0.27
H 0.09 1.37 -3.73
O 1.58 -1.14 0.89
C 3.33 -0.54 -2.30
C 3.03 1.61 -2.03
H -3.50 4.33 3.82
H 0.58 -6.76 0.15
C 2.59 -6.06 0.43
H 3.25 -2.57 -3.93
H 3.02 -7.05 0.42
C 1.45 -3.48 0.42
C -2.37 -2.45 0.85
C -2.80 3.84 3.15
P -0.60 -1.27 -2.92
C 3.39 -4.94 0.63
C 0.65 -4.63 0.27
H -1.25 -4.10 -3.11
H -3.28 -4.06 -0.19
N 2.16 -1.22 -2.78
H -0.14 4.06 -0.97
Br 1.19 1.29 -6.35
H 3.08 0.20 -0.14
N -1.82 -3.15 -1.36
H -2.92 -0.08 2.40
H 3.45 -2.80 0.78
H 1.40 3.92 -0.11
H -1.84 5.67 2.55
```

=====

10.
Here is the molecule C5H9N in a non-equilibrium geometry from OMol25. Energies are from ωB97M-V/def2-TZVPD.

Values from the calculation:
* relative energy (zero: lowest compared OMol25 entry of this formula, charge and spin): 56.8 kcal per mole
* total energy: -250.57637 Ha
* largest force on an atom: 1.92 eV Å⁻¹
* frontier orbital gap: 9.31 eV
* HOMO level: -0.29846 Ha
* SMILES string: C=CCNC=C
* molar mass: 83.1 g/mol

XYZ file:
```
15
C5H9N ωB97M-V/def2-TZVPD
H 0.62 -2.69 -0.78
C 0.93 0.89 0.04
H -0.81 0.23 -1.15
H 1.74 0.85 -0.69
H -2.16 2.28 -0.56
C -0.17 -1.33 0.65
H -1.13 -0.91 0.91
C -0.02 -2.55 0.08
H 1.76 -1.01 0.61
C -1.10 2.21 -0.36
H 1.16 1.61 0.82
N 0.92 -0.46 0.75
H -0.76 -3.31 0.30
H -0.57 3.08 0.01
C -0.41 1.09 -0.63
```

=====

11.
Here is C8H20F2Li2NO8S2 as an isolated structure in a non-equilibrium geometry from OMol25. Energies are from ωB97M-V/def2-TZVPD.

Values from the calculation:
* relative energy (zero: lowest compared OMol25 entry of this formula, charge and spin): 144.2 kcal per mole
* total charge: +1
* total energy: -1984.28730 Ha
* largest force on an atom: 7.24 eV Å⁻¹
* frontier orbital gap: 6.95 eV
* HOMO level: -0.44465 Ha
* molar mass: 374.3 g/mol

XYZ file:
```
43
C8H20F2Li2NO8S2 ωB97M-V/def2-TZVPD
C 3.61 0.68 1.58
O -0.97 2.35 -1.41
C -1.30 2.58 -2.77
C -1.11 1.30 -3.60
H 3.55 -0.72 -2.36
C 2.39 1.00 3.48
H -1.23 3.06 0.47
O -3.66 -4.33 1.31
C -1.56 3.33 -0.54
O -4.28 -1.37 1.44
H 3.19 1.59 1.15
H -0.58 3.33 -3.09
F -3.10 -0.55 3.30
H -2.64 3.23 -0.57
H 4.53 -1.19 0.82
O -1.63 0.20 -2.92
H -3.53 1.00 -2.75
H 4.52 0.95 2.12
H -1.44 1.37 -4.64
H 3.22 0.78 4.15
C 3.49 -1.43 -1.54
H 2.86 -2.23 -1.93
H -3.21 -0.05 -4.10
S -3.41 -1.87 2.50
C -3.01 0.08 -3.04
H 4.49 -1.86 -1.39
F -1.45 -4.06 0.50
Li 0.17 -0.65 -0.06
Li 0.80 -2.66 3.94
O -4.00 -2.70 3.55
N -1.99 -2.26 2.03
H 1.49 0.69 4.00
O 2.58 0.17 2.35
H -0.04 1.12 -3.64
H -2.31 2.97 -2.90
S -2.37 -3.94 1.80
H -3.38 -0.83 -2.59
O 3.02 -0.71 -0.42
H -1.19 4.35 -0.61
H 2.40 2.08 3.31
H 4.74 0.30 -0.19
O -1.73 -4.79 2.84
C 4.06 -0.28 0.44
```

=====

What is the formula in the fourth record?
C3H10OP2